# 1
ORCA calculation (ωB97M-V/def2-TZVPD) on a gas-phase ion, C2H7NO2P (charge +1) in a non-equilibrium geometry.

```
13
Properties=species:S:1:pos:R:3
C 0.520 1.271 -0.096
C 0.149 -0.072 0.495
N 0.967 -1.169 -0.202
O -3.562 -0.500 -0.208
O -1.148 -0.448 0.312
P -2.550 0.493 -0.055
H 0.244 1.318 -1.148
H 1.582 1.468 0.014
H -0.020 2.054 0.431
H 0.413 -0.130 1.561
H 0.634 -2.086 0.130
H 1.974 -1.077 -0.019
H 0.798 -1.122 -1.216
```

Results
Energy above the lowest of the compared OMol25 structures with the same formula, charge and spin ... 0.00 kcal/mol
Orbital gap ... 10.69 eV
Total charge ... +1
Calculated total energy ... -17055.2032 eV

# 2
ORCA calculation (ωB97M-V/def2-TZVPD) on 2 unconnected molecules or ions with the total composition C2H7NO2S in a non-equilibrium geometry.

```
13
Properties=species:S:1:pos:R:3
C -0.208 1.519 -0.162
C 0.681 -1.721 -0.142
N 0.233 0.155 1.256
O -0.340 1.591 -1.567
O 1.193 -0.642 0.730
S -1.238 -0.419 1.822
H -2.049 -0.541 0.789
H -1.206 1.940 0.094
H 0.595 2.104 0.082
H 1.546 -2.241 -0.223
H 0.331 -1.116 -0.935
H -0.136 -2.360 0.210
H 0.598 1.732 -1.954
```

Results
Energy above the lowest of the compared OMol25 structures with the same formula, charge and spin ... 148.85 kcal/mol
Orbital gap (spin up / spin down) ... 9.08 / 9.08 eV
Total charge ... 0
Calculated total energy ... -18601.9381 eV

- What is the energy above the lowest of the compared OMol25 structures with the same formula, charge and spin in the second record?
  148.85 kcal/mol

- Look up the total charge of the second one.
  0

Copy entry 1 word for word.
ORCA calculation (ωB97M-V/def2-TZVPD) on a gas-phase ion, C2H7NO2P (charge +1) in a non-equilibrium geometry.

```
13
Properties=species:S:1:pos:R:3
C 0.520 1.271 -0.096
C 0.149 -0.072 0.495
N 0.967 -1.169 -0.202
O -3.562 -0.500 -0.208
O -1.148 -0.448 0.312
P -2.550 0.493 -0.055
H 0.244 1.318 -1.148
H 1.582 1.468 0.014
H -0.020 2.054 0.431
H 0.413 -0.130 1.561
H 0.634 -2.086 0.130
H 1.974 -1.077 -0.019
H 0.798 -1.122 -1.216
```

Results
Energy above the lowest of the compared OMol25 structures with the same formula, charge and spin ... 0.00 kcal/mol
Orbital gap ... 10.69 eV
Total charge ... +1
Calculated total energy ... -17055.2032 eV

- What is the energy above the lowest of the compared OMol25 structures with the same formula, charge and spin in the first record?
  0.00 kcal/mol